DFT (the ωB97M-V functional and the def2-TZVPD basis) results for C21H27F6O22P as an isolated structure at a distorted geometry.

Values from the calculation:
Net charge = 0
Highest occupied orbital energy = -0.329 Ha
Electronic energy = -92818.0147 eV

Last column: Mulliken charge in e.
Atoms and positions in Å:
C1 -14.23521 12.83293 4.97408  1.33
C2 -13.40750 11.62668 4.64327  0.01
O1 -13.31188 11.69923 3.21235  -0.49
C3 -14.35447 12.46836 2.78696  0.58
O2 -14.58136 12.79754 1.62950  -0.60
O3 -14.94692 12.93778 3.83341  -0.23
F1 -14.00844 10.47699 5.03369  -0.40
H1 -13.66028 13.70156 5.29506  -1.35
H2 -14.88907 12.73053 5.84015  0.03
H3 -12.39817 11.54934 5.04747  0.89
C4 -12.08480 17.29500 7.18553  -0.42
C5 -13.04139 16.18257 7.57383  -0.67
O4 -14.23232 16.76130 7.34064  -0.50
C6 -14.17804 17.96883 6.79963  0.64
O5 -15.17504 18.54463 6.57286  -0.48
O6 -12.91929 18.36150 6.81120  -0.34
F2 -12.95203 15.83111 8.83042  -0.31
H4 -11.45916 16.98353 6.34907  0.26
H5 -11.36885 17.45049 7.99259  0.40
H6 -12.90186 15.30635 6.94067  1.35
C7 -12.92392 12.75896 10.62915  -0.30
C8 -14.18351 12.30920 11.32600  0.20
O7 -14.97268 13.45252 11.40964  -0.54
C9 -14.21059 14.58159 11.13805  0.94
O8 -14.56991 15.69808 10.99641  -0.60
O9 -12.96437 14.15107 10.78180  -0.50
F3 -13.81662 11.87334 12.45539  -0.46
H7 -12.99554 12.51222 9.56986  0.09
H8 -12.12271 12.19160 11.10271  0.96
H9 -14.79982 11.53887 10.86247  0.42
C10 -12.55082 11.98815 7.20785  -0.22
C11 -12.92515 10.48150 7.06434  0.77
O10 -12.15169 10.14538 8.19118  -0.35
C12 -12.10550 11.01661 9.14481  0.53
O11 -11.85666 10.77738 10.36180  -0.58
O12 -12.47168 12.08339 8.64146  -0.14
F4 -12.44659 10.00842 5.91192  -0.33
H10 -13.33053 12.71811 6.99038  -0.73
H11 -11.61411 12.26271 6.72277  0.42
H12 -13.93407 10.09244 7.20156  0.38
C13 -14.62726 14.75373 8.52749  -0.86
C14 -14.89439 14.04594 7.24338  1.06
O13 -15.00333 12.65310 7.61809  -0.17
C15 -15.06427 12.52992 8.93279  -0.61
O14 -14.93638 11.50464 9.52168  -0.35
O15 -14.82161 13.75820 9.53410  -0.04
F5 -13.70261 14.30578 6.49002  -0.07
H13 -15.35310 15.56060 8.62861  0.99
H14 -13.60151 15.11828 8.47240  0.01
H15 -15.72346 14.40337 6.63265  0.29
C16 -17.03963 11.07597 7.01042  0.11
C17 -16.82161 12.05785 8.09863  1.29
O16 -17.79261 11.57652 8.98900  -0.50
C18 -18.82298 11.16212 8.28368  0.47
O17 -19.99614 11.12899 8.66862  -0.61
O18 -18.44023 10.93605 7.09763  -0.38
F6 -17.06003 13.31561 7.69795  -0.25
H16 -16.62903 10.10520 7.28808  0.30
H17 -16.67793 11.36481 6.02357  0.21
H18 -15.84889 12.05533 8.59047  -0.75
C19 -16.67560 16.05992 6.84540  -0.72
O19 -16.63195 15.04500 5.83705  0.04
P1 -16.21095 15.52545 4.33649  0.76
O20 -15.79907 14.34708 3.54742  -0.61
O21 -17.41297 16.46361 3.81357  -0.37
C20 -18.60415 15.86784 3.28261  -0.60
O22 -14.93868 16.52638 4.65429  -0.43
C21 -13.54662 16.16725 4.61481  0.45
H19 -17.03647 16.92944 6.29603  0.68
H20 -15.74144 16.23534 7.37895  -0.23
H21 -17.40592 15.71246 7.57616  0.22
H22 -18.34514 15.29940 2.38936  0.27
H23 -19.42061 16.56768 3.10450  0.26
H24 -18.88548 15.10052 4.00384  0.23
H25 -13.29251 15.16058 4.28293  0.13
H26 -12.99110 16.48164 5.49836  -0.42
H27 -13.02399 16.69727 3.81855  0.54

=====

DFT (the ωB97M-V functional and the def2-TZVPD basis) results for C21H27IN7O3Pd as an isolated structure at a distorted geometry.

Values from the calculation:
Expectation value of S² = 6.039
Spin multiplicity = 5
Net charge = +3
Highest occupied orbital energy (alpha / beta) = -0.589 / -0.589 Ha
Electronic energy = -50340.6041 eV

Last column: Mulliken spin population.
Atoms and positions in Å:
Pd1 -0.65320 1.01631 -0.04933  1.82
I1 1.00165 3.04436 -1.24516  0.20
C1 -0.83048 4.10423 -1.43680  0.26
C2 -0.88931 5.48081 -1.53070  -0.04
C3 -2.13931 6.12606 -1.85522  0.18
C4 -3.25659 5.35725 -2.13694  0.20
C5 -3.24193 3.93424 -1.99382  0.01
C6 -4.40009 3.15578 -2.29293  0.16
C7 -4.38896 1.82192 -2.04066  0.05
C8 -3.23796 1.23732 -1.41929  -0.10
C9 -2.14814 1.93757 -1.07864  0.53
C10 -2.04130 3.29118 -1.50495  -0.06
H1 0.00393 6.08000 -1.40148  0.00
H2 -2.26547 7.20477 -1.93938  0.01
H3 -4.19722 5.79045 -2.42213  0.00
H4 -5.31039 3.63218 -2.62491  0.00
H5 -5.30013 1.22412 -2.15509  0.00
H6 -3.23662 0.14787 -1.26746  0.03
N1 1.14374 -0.07956 -0.34521  0.26
C11 1.24969 -0.92064 0.88541  -0.01
C12 2.72060 -1.52023 1.15590  0.02
C13 3.91976 -0.65577 0.80027  0.00
C14 4.29576 0.24843 1.97108  0.00
N2 3.80856 -0.18687 3.27964  0.00
C15 4.45763 -0.38382 4.40740  0.00
N3 3.84531 -1.11045 5.35415  0.00
N4 5.68707 0.07600 4.66243  0.00
C16 0.66392 -0.20551 2.14621  0.00
O1 1.04066 -0.58570 3.26281  0.03
O2 -0.24090 0.74560 1.98514  0.39
H7 0.85844 -0.74583 -1.09359  -0.01
H8 1.92803 0.52204 -0.58378  -0.01
H9 0.64302 -1.82452 0.74547  0.00
H10 2.78750 -2.48730 0.68304  0.00
H11 2.73188 -1.80828 2.20886  0.00
H12 3.76408 -0.06126 -0.08360  0.00
H13 4.81136 -1.29192 0.61581  0.00
H14 3.96883 1.29168 1.92181  0.00
H15 5.36176 0.30895 1.99249  0.00
H16 2.78996 -0.40891 3.30512  0.00
H17 2.84645 -1.31494 5.20961  0.00
H18 4.31172 -1.30185 6.23731  0.00
H19 6.11809 0.83264 4.11233  0.00
H20 6.08095 -0.04166 5.57630  0.00
C17 -3.00370 -3.44718 0.50445  0.00
N5 -2.41743 -3.36138 -0.81752  0.01
C18 -2.80852 -4.23112 -1.81220  0.00
C19 -2.42365 -4.03911 -3.09269  0.00
C20 -1.52795 -2.93483 -3.35893  0.00
N6 -1.05633 -2.16216 -2.37687  0.00
C21 -1.59411 -2.25037 -1.15739  -0.01
O3 -1.45663 -1.44251 -0.20664  0.08
N7 -1.16062 -2.61172 -4.62436  0.00
H21 -4.02571 -3.00327 0.44765  0.00
H22 -2.38889 -2.91752 1.22312  0.00
H23 -3.08616 -4.51422 0.76010  0.00
H24 -3.31799 -5.15216 -1.48547  0.00
H25 -2.65494 -4.76490 -3.84876  0.00
H26 -1.50907 -3.08545 -5.45346  0.00
H27 -0.63066 -1.75883 -4.71855  0.00

=====

DFT (the ωB97M-V functional and the def2-TZVPD basis) results for C21H27NO4 in the gas phase at a distorted geometry.

Values from the calculation:
Net charge = 0
Structure (SMILES) = CCN(CCc1cccc2c1C(=O)C(CCCCOC)=CC2=O)C(C)=O
Highest occupied orbital energy = -0.331 Ha
Electronic energy = -31876.0942 eV

Last column: Mulliken charge in e.
Atoms and positions in Å:
C1 4.24194 -0.70931 2.18743  -0.88
C2 4.82195 -0.84301 0.65926  -0.23
N1 3.78502 -1.19047 -0.39008  0.01
C3 2.86149 -0.02702 -0.68327  -0.67
C4 1.38479 -0.21941 0.02251  -0.20
C5 0.83316 1.25899 0.52457  0.24
C6 1.67508 2.13578 1.67334  -0.11
C7 1.09600 3.60631 2.21777  -0.43
C8 -0.30378 4.28174 1.66906  -0.55
C9 -1.14067 3.42656 0.53560  0.19
C10 -0.56146 1.95547 -0.00965  0.23
C11 -1.53003 1.22978 -1.16360  0.25
O1 -1.05654 0.55819 -2.22210  -0.58
C12 -3.16846 1.45508 -0.91575  0.42
C13 -4.23523 0.20725 -1.22107  -0.62
C14 -4.64416 -0.36968 0.29460  -0.53
C15 -3.54867 -1.43497 0.89802  -0.09
C16 -4.12583 -2.98893 0.67949  -0.53
O2 -4.63605 -3.04565 -0.72497  -0.35
C17 -3.48228 -3.47725 -1.55052  -0.59
C18 -3.70278 2.78002 -0.40217  -0.46
C19 -2.59941 3.98916 -0.05852  0.20
O3 -2.89704 5.28326 -0.21380  -0.54
C20 4.47613 -1.46519 -1.74003  0.50
C21 6.05201 -1.03089 -2.03713  -0.85
O4 3.82685 -2.05633 -2.78132  -0.57
H1 4.48377 0.38786 2.56955  0.19
H2 4.89878 -1.44099 2.86395  0.30
H3 3.10948 -0.98096 2.30931  0.23
H4 5.29600 0.21053 0.37536  0.26
H5 5.64332 -1.68507 0.64662  0.25
H6 2.64901 0.13549 -1.84471  0.38
H7 3.37759 0.97984 -0.32551  0.28
H8 1.40854 -0.97620 0.94549  0.24
H9 0.69617 -0.73341 -0.78243  0.21
H10 2.68126 1.73900 2.17000  0.00
H11 1.72309 4.18792 3.05021  0.27
H12 -0.75437 5.30811 2.01136  0.32
H13 -3.74975 -0.67427 -1.81933  0.16
H14 -5.21676 0.64070 -1.69305  0.33
H15 -4.68577 0.54589 1.05953  0.37
H16 -5.74032 -0.83740 0.29953  0.35
H17 -2.49335 -1.29874 0.35875  -0.18
H18 -3.38134 -1.19230 2.04765  0.33
H19 -3.28798 -3.80361 0.81440  0.31
H20 -5.00309 -3.11600 1.47798  0.29
H21 -3.72592 -3.16867 -2.66500  0.25
H22 -2.50024 -2.90427 -1.24027  0.21
H23 -3.28079 -4.63665 -1.48445  0.27
H24 -4.85961 2.88887 -0.22698  0.31
H25 6.24094 0.03881 -1.58931  0.24
H26 6.71144 -1.77924 -1.40859  0.27
H27 6.33784 -1.14474 -3.16770  0.30

=====

DFT (the ωB97M-V functional and the def2-TZVPD basis) results for C21H28AsN2ORuS4Sb as an isolated structure at a distorted geometry.

Values from the calculation:
Expectation value of S² = 6.040
Spin multiplicity = 5
Net charge = 0
Highest occupied orbital energy (alpha / beta) = -0.279 / -0.273 Ha
Electronic energy = -140559.5891 eV

Last column: Mulliken spin population.
Atoms and positions in Å:
Ru1 -0.18168 -1.38215 2.75426  2.38
C1 2.02634 -0.40091 -2.39119  0.00
C2 2.90293 -1.50188 -1.79474  0.00
N1 3.02064 -1.42986 -0.34926  0.01
C3 4.20429 -0.84816 0.24663  0.02
C4 3.99838 0.60274 0.67747  0.00
C5 1.99874 -1.89019 0.38844  -0.01
S1 2.18113 -1.97305 2.09915  0.28
N2 0.98528 -2.38643 -0.29690  0.00
C6 -0.31027 -2.34540 -0.10082  -0.01
O1 -0.91107 -1.68330 0.78922  0.05
C7 -1.11136 -2.93285 -1.20427  0.01
C8 -2.30857 -2.31206 -1.55324  0.00
C9 -3.02127 -2.75737 -2.65050  0.00
C10 -2.55883 -3.83633 -3.38509  0.00
C11 -1.38333 -4.47392 -3.02050  0.00
C12 -0.65014 -4.02049 -1.94017  0.00
H1 2.01984 -0.49911 -3.47384  0.00
H2 2.40366 0.58647 -2.13485  0.00
H3 1.00641 -0.50031 -2.02758  0.00
H4 3.91019 -1.45345 -2.21422  0.00
H5 2.45757 -2.47240 -2.04208  0.00
H6 5.00850 -0.90690 -0.48797  0.00
H7 4.48299 -1.44383 1.11916  -0.01
H8 3.72700 1.23560 -0.16562  0.00
H9 4.92080 0.98142 1.10918  0.00
H10 3.21412 0.65461 1.43183  0.00
H11 -2.66595 -1.47401 -0.97023  0.00
H12 -3.93146 -2.25428 -2.94340  0.00
H13 -3.11788 -4.19101 -4.23939  0.00
H14 -1.03543 -5.31510 -3.60104  0.00
H15 0.26950 -4.50410 -1.64895  0.00
S2 -3.38636 -1.03981 4.21087  0.25
Sb1 -1.72601 -2.26888 5.23730  0.10
S3 -0.94127 -3.51284 3.26299  0.45
S4 0.21445 -0.71382 4.87575  0.46
C13 0.79398 2.21460 2.91818  0.02
As1 -0.53722 0.95327 2.23612  -0.01
C14 -2.16638 1.83232 2.84872  0.00
C15 -0.44038 1.33773 0.27906  0.00
C16 -1.03975 2.60753 -0.22937  0.00
C17 -2.42086 2.70229 -0.39369  0.00
C18 -2.99228 3.83112 -0.95119  0.00
C19 -2.18955 4.88204 -1.36679  0.00
C20 -0.81728 4.80301 -1.20180  0.00
C21 -0.24743 3.68008 -0.62540  0.00
H16 0.52781 3.24027 2.65117  0.00
H17 1.78129 1.97447 2.51820  -0.01
H18 0.83780 2.11983 4.00571  0.00
H19 -2.23360 2.83315 2.41418  0.00
H20 -2.12037 1.90008 3.93828  0.00
H21 -3.04751 1.24151 2.59000  0.00
H22 -0.93874 0.48923 -0.20147  0.01
H23 0.63029 1.28568 0.03994  0.01
H24 -3.04350 1.86500 -0.10032  0.00
H25 -4.06422 3.88872 -1.07548  0.00
H26 -2.62707 5.75675 -1.82311  0.00
H27 -0.18251 5.61155 -1.53404  0.00
H28 0.82560 3.61311 -0.50327  0.00

=====

- The highest electronic energy belongs to which entry?
  C21H27NO4

=====

- Which of these has the highest net charge?
  C21H27IN7O3Pd

=====

- Look up the electronic energy of the third one.
  -31876.0942 eV